No. 1
Below is C30H57Br9HgN3O3 as an isolated structure, with properties calculated with ωB97M-V/def2-TZVPD.

The LUMO energy comes out at 0.88 eV. As for the net charge: -1. The calculation puts the HOMO energy at -3.219 eV.

Structure (XYZ):
```
103
Properties=species:S:1:pos:R:3:forces:R:3:mulliken_charge:R:1
Hg -5.61067 -10.35738 20.96388 0.81 0.85 1.03 1.60
C -3.84472 -10.95478 24.73375 0.68 -0.84 -1.36 -1.59
C -5.26512 -11.12001 25.22685 -1.68 0.20 1.05 2.07
C -5.20104 -11.07155 26.77524 0.31 -0.03 0.05 -1.43
C -6.50418 -10.78172 27.52130 0.25 0.19 0.75 -0.82
C -7.25089 -9.61221 26.90907 0.78 0.16 -0.61 -1.42
C -7.52599 -9.83896 25.40370 -0.25 -0.25 -0.75 1.80
N -6.19247 -10.05311 24.75046 0.68 0.20 -0.66 -0.39
O -6.17218 -9.86341 23.33202 -0.40 -0.06 0.53 -0.16
C -8.17407 -8.49978 24.91583 0.52 -0.08 -0.12 -2.01
C -8.57040 -11.00699 25.18221 0.00 0.25 0.33 -0.96
C -5.78241 -12.56380 24.89872 -0.08 -0.45 0.27 -1.96
H -3.79979 -11.43621 23.75686 0.07 0.49 -0.49 0.01
H -3.13619 -11.57982 25.27726 -0.25 -0.24 0.68 0.42
H -3.34580 -9.98793 24.66757 -0.85 0.33 0.01 0.40
H -4.38239 -10.42586 27.09303 -0.22 0.57 -0.09 0.49
H -4.83083 -12.05706 27.05778 -0.05 -0.21 0.22 0.37
H -6.28788 -10.46627 28.54199 0.36 -0.19 0.25 0.43
H -7.01933 -11.73318 27.65340 -0.66 0.17 -0.34 0.34
H -6.59191 -8.75082 27.01795 0.96 -0.04 -0.76 0.48
H -8.00945 -9.08134 27.48427 -1.22 -1.28 0.05 0.48
H -8.55299 -8.47140 23.89420 0.13 -0.45 -0.03 0.21
H -7.47085 -7.67038 24.99123 0.38 -0.18 -0.05 0.44
H -8.98810 -8.21251 25.58135 -0.25 -0.33 0.11 0.48
H -8.62159 -11.49960 24.21122 0.41 0.74 -0.54 -0.18
H -9.55655 -10.58579 25.37766 -0.21 -0.13 0.07 0.40
H -8.44734 -11.88396 25.81772 0.23 0.28 0.58 0.18
H -6.39770 -12.97257 25.70023 -0.65 0.52 0.16 0.40
H -5.01001 -13.33127 24.94874 0.75 0.18 -0.55 0.47
H -6.34506 -12.67704 23.97206 0.19 0.35 -0.15 0.02
C -4.06290 -5.83203 20.19781 -1.54 0.47 0.34 -1.93
C -4.89332 -7.15115 20.04727 0.40 -0.96 -0.87 1.52
C -5.33752 -7.39979 18.56737 1.09 -0.19 -0.43 -1.09
C -4.15464 -7.75654 17.57888 -0.29 0.41 1.18 -0.85
C -3.38250 -8.99071 18.05650 -0.96 1.56 1.09 -0.75
C -2.93751 -8.82817 19.57681 -0.02 -0.76 -1.68 1.27
N -4.13278 -8.38306 20.42539 0.36 -1.85 -0.92 1.11
O -3.91438 -8.65868 21.83717 -0.39 0.13 -1.03 -0.74
C -1.66105 -7.92640 19.61631 -0.70 1.04 1.24 -1.82
C -2.44488 -10.28272 19.81701 -0.02 -0.10 1.11 -1.82
C -6.22748 -7.09206 20.86670 1.71 1.05 0.07 -2.21
H -4.73422 -5.05268 20.55842 -0.34 0.01 0.55 0.57
H -3.81901 -5.33734 19.25765 0.83 -0.68 -0.25 0.36
H -3.27095 -5.87587 20.94547 0.17 -0.28 -0.40 0.30
H -5.83978 -6.48930 18.24049 -0.12 0.07 -0.21 0.48
H -6.06826 -8.20790 18.60019 -0.05 -0.11 -0.14 0.06
H -3.52318 -6.86845 17.60441 0.36 0.03 -0.20 0.27
H -4.42319 -7.91375 16.53424 -0.56 0.17 0.03 0.47
H -2.51544 -9.16450 17.41924 0.10 -0.10 0.09 0.44
H -4.07971 -9.82571 17.98734 0.13 -0.27 0.06 0.00
H -1.84988 -6.96563 19.13739 0.05 -0.08 -0.42 0.33
H -0.68971 -8.30925 19.30323 -0.40 -0.56 -0.58 0.39
H -1.44690 -7.61790 20.63958 -0.28 -0.20 0.42 0.38
H -1.60075 -10.42303 19.14183 0.28 0.04 0.25 0.58
H -3.09095 -11.12279 19.56212 -0.82 0.43 -0.31 0.30
H -2.17673 -10.50967 20.84885 0.41 0.43 0.11 0.21
H -6.78957 -6.20951 20.56130 -0.05 0.07 -0.32 0.55
H -5.89241 -6.87673 21.88133 -0.51 -0.67 0.33 0.52
H -6.88516 -7.95259 20.74405 0.27 -0.21 0.25 0.30
C -8.52408 -12.68661 18.01209 -0.46 1.49 0.95 -1.79
C -8.23693 -12.10690 19.51237 -1.11 -1.75 0.55 1.37
C -9.12807 -12.87195 20.59139 0.68 -0.97 -0.80 -1.51
C -8.65264 -14.29620 20.96506 -0.18 -0.31 -0.08 -0.88
C -7.20420 -14.33539 21.41797 0.29 0.42 -2.17 0.26
C -6.24884 -13.60953 20.29541 -1.06 -0.16 0.58 1.68
N -6.82046 -12.24695 19.89702 -0.01 -0.01 0.88 1.59
O -5.97282 -11.47075 18.96535 -0.17 -0.45 1.24 -0.83
C -6.08272 -14.57941 19.05910 0.15 0.67 0.86 -1.88
C -4.90416 -13.42831 21.02922 -0.48 0.76 -0.37 -1.28
C -8.76526 -10.63387 19.70518 1.24 -1.05 -1.85 -1.84
H -9.19089 -13.54555 17.93672 0.44 -0.56 0.57 0.26
H -7.62519 -12.79699 17.40553 0.05 -0.11 0.35 0.26
H -9.13542 -11.93998 17.50523 0.10 0.44 -0.16 0.64
H -10.13195 -12.92133 20.16961 -0.14 -0.03 -0.06 0.47
H -9.21864 -12.26642 21.49319 0.31 0.08 0.09 0.26
H -8.77970 -15.06021 20.19809 0.04 0.45 -0.89 0.40
H -9.27296 -14.78473 21.71649 -0.25 0.58 0.52 0.37
H -6.84076 -15.36229 21.37925 -0.08 -0.19 0.22 0.00
H -7.16167 -14.02425 22.46175 0.62 0.69 -0.17 -0.49
H -5.54312 -15.48416 19.33901 0.04 -0.09 0.28 0.36
H -5.45822 -14.08151 18.31735 -0.22 0.15 -0.14 0.35
H -7.03237 -14.89701 18.62853 0.00 0.23 -0.01 0.37
H -4.17999 -12.84339 20.46218 0.20 -0.53 -0.41 0.06
H -4.53230 -14.39509 21.36859 0.22 0.08 -0.26 0.10
H -5.05260 -12.81663 21.91911 -0.28 -0.09 0.33 0.07
H -8.30996 -10.23020 20.60953 -0.32 0.22 -0.01 0.06
H -9.85362 -10.58378 19.67286 -0.03 -0.27 0.51 0.47
H -8.46885 -10.11689 18.79250 0.40 0.61 0.29 0.45
C -8.37783 -16.23172 24.73079 -1.73 -1.33 0.57 0.01
Br -9.70307 -14.81146 24.89861 0.79 -0.40 -0.22 0.00
Br -8.85552 -17.43080 23.17369 0.34 1.26 1.35 -0.06
Br -8.55022 -17.39334 26.44056 0.51 1.03 -1.51 -0.11
H -7.36979 -15.82469 24.65149 -0.26 -0.28 -0.04 0.05
C -11.97086 -14.13911 15.90379 -0.18 0.23 -1.45 -0.09
Br -12.47542 -14.82132 17.59602 0.00 0.00 -0.08 0.03
Br -13.39692 -12.95509 15.08749 0.93 -0.99 0.54 -0.05
Br -11.40752 -15.59800 14.61586 -0.52 1.13 0.98 -0.03
H -11.11573 -13.46966 15.99691 -0.16 -0.34 0.06 0.15
C -4.50967 -17.90073 22.27275 -0.24 -0.73 -0.03 -0.39
Br -6.14159 -18.97649 21.86419 1.25 0.66 0.14 -0.05
Br -3.10763 -19.14476 22.90438 -0.60 0.76 -0.05 -0.07
Br -4.84626 -16.37470 23.45949 0.29 -0.98 -0.48 0.10
H -4.13514 -17.53076 21.31831 -0.25 0.08 0.33 0.40
```
Forces are in eV/Å.

No. 2
Below is a 6-piece molecular cluster, C30H57NO8S3 overall, with properties calculated with ωB97M-V/def2-TZVPD.

The SMILES is O=[N+]([O-])c1ccccc1.O=S1(=O)CCCC1.O=S1(=O)CCCC1.O=S1(=O)CCCC1.CCCCCC.CCCCCC. The LUMO energy comes out at -0.48 eV. The calculation puts the HOMO energy at -10.101 eV.

Structure (XYZ):
```
99
Properties=species:S:1:pos:R:3:forces:R:3:mulliken_charge:R:1
C -5.30365 -2.81451 1.78234 0.67 -0.74 0.31 -0.61
C -6.57320 -2.82252 1.22453 0.71 0.48 0.22 -0.70
C -6.70436 -2.78964 -0.15806 -0.51 -0.34 0.08 -0.28
C -5.57410 -2.88016 -0.95770 0.58 -0.49 1.56 -0.32
C -4.31307 -2.99059 -0.36759 0.59 0.26 -0.84 0.28
C -4.15739 -2.92484 0.99623 -1.04 -0.13 0.27 -0.40
N -5.69176 -3.03813 -2.39019 -0.65 0.94 -0.57 0.97
O -6.74146 -2.66439 -2.88249 -0.06 -0.25 -0.06 -0.61
O -4.75090 -3.46079 -3.02161 0.25 -0.25 0.04 -0.57
H -5.10929 -2.89547 2.84697 -0.56 0.24 0.08 0.38
H -7.41874 -2.84429 1.89623 -0.23 0.09 -0.25 0.39
H -7.70571 -2.79715 -0.56334 0.13 0.08 -0.35 0.46
H -3.42971 -3.09636 -0.98665 -0.22 -0.12 -0.17 0.10
H -3.21552 -3.07776 1.50326 0.22 0.19 -0.31 0.78
C -0.81613 -5.83887 2.11617 1.02 0.36 -0.79 -1.13
C 0.21159 -4.76390 1.67172 -0.85 0.17 0.20 -0.84
C 0.05075 -4.21914 0.24725 -0.59 -0.09 -0.08 1.16
C 0.01739 -5.28343 -0.87924 0.16 0.10 0.20 -0.78
C -1.34206 -5.44493 -1.57029 -0.61 0.74 0.58 -0.25
C -1.67253 -4.42231 -2.65576 0.42 -0.35 -0.54 -1.06
H -0.90077 -5.86578 3.19902 -0.13 -0.06 0.02 0.37
H -0.44627 -6.80240 1.76479 -0.35 -0.19 0.10 0.37
H -1.77415 -5.63038 1.64163 -0.18 -0.10 0.21 0.21
H 0.07958 -3.90522 2.33684 0.26 0.04 0.09 0.36
H 1.23517 -5.12177 1.79034 0.00 -0.09 0.14 0.41
H 0.82701 -3.45258 0.18013 0.17 -0.21 -0.65 0.19
H -0.88707 -3.65886 0.13976 0.00 -0.06 0.36 -0.83
H 0.77287 -5.03930 -1.62792 0.16 -0.32 0.01 0.38
H 0.21950 -6.24599 -0.40597 0.47 -0.06 -0.24 0.29
H -1.48908 -6.45023 -1.96353 0.24 -0.05 -0.08 0.44
H -2.09207 -5.33187 -0.77539 -0.11 -0.19 -0.06 0.10
H -2.63020 -4.62681 -3.12958 -0.12 0.01 0.22 0.30
H -1.68346 -3.38394 -2.32071 0.09 -0.01 0.16 0.13
H -0.94197 -4.49813 -3.46790 0.12 0.13 0.10 0.45
C 1.00964 3.44113 2.45125 -0.41 0.55 -0.58 -1.29
C 1.10111 3.59827 3.96895 0.84 -1.02 -0.38 -0.06
C 0.84742 5.00498 4.47204 -0.16 -0.27 0.40 -0.50
C 0.95048 5.09064 5.99366 0.08 0.22 0.68 -0.71
C 2.28252 4.74606 6.65380 0.68 -0.19 0.10 -0.59
C 3.54158 5.50375 6.16844 -0.66 -1.05 0.35 -1.15
H 1.27392 2.51767 1.92726 0.01 -0.49 0.88 0.26
H 1.64060 4.13833 1.89171 -0.25 0.45 0.30 0.43
H -0.04219 3.62157 2.21014 0.15 0.26 -0.46 0.26
H 0.40803 2.87556 4.41286 -0.10 0.18 0.21 0.22
H 2.09186 3.28785 4.32038 0.01 -0.01 -0.04 0.24
H -0.15986 5.33622 4.20676 0.05 0.04 -0.23 0.35
H 1.56350 5.68586 4.00607 -0.07 0.08 -0.03 0.28
H 0.64660 6.08981 6.32325 0.01 0.03 -0.10 0.37
H 0.27022 4.39397 6.49706 -0.43 0.11 -0.43 0.28
H 2.18188 4.90195 7.73203 -0.09 0.20 -0.01 0.42
H 2.42591 3.66140 6.59827 0.21 0.05 -0.32 0.33
H 3.47595 6.53123 6.51677 0.18 0.22 -0.44 0.29
H 4.42909 5.03760 6.59905 0.02 0.14 0.16 0.35
H 3.65198 5.38017 5.09188 -0.04 0.51 -0.09 0.30
C 5.73745 -0.61797 -1.04514 2.08 -1.34 -0.32 -0.71
C 5.70607 -0.16878 -2.51766 -1.44 0.26 1.08 -0.65
C 4.52091 0.80659 -2.48368 -0.99 0.98 -1.19 -0.75
S 3.20625 0.10566 -1.35491 2.10 -0.04 -0.08 1.34
O 2.13260 -0.37325 -2.19928 0.16 -0.18 0.66 -0.64
O 2.96667 0.89790 -0.16969 -0.70 0.67 -0.58 -0.63
C 4.37237 -1.12648 -0.67861 -0.98 -0.87 -0.42 -0.77
H 6.18279 0.12578 -0.38333 -0.75 0.52 -0.03 0.30
H 6.44764 -1.43967 -0.87178 -0.14 -0.13 -0.34 0.37
H 5.36754 -0.98361 -3.16189 0.18 -0.25 0.16 0.26
H 6.61466 0.21128 -2.97423 0.10 0.33 0.41 0.37
H 4.12625 0.93660 -3.49512 -0.57 -0.41 0.24 0.31
H 4.61532 1.86117 -2.21431 0.72 -0.24 0.65 0.47
H 4.10998 -2.08211 -1.14660 0.45 0.07 -0.34 0.38
H 4.25049 -1.32431 0.38381 -0.33 0.64 0.07 0.39
C 0.12503 3.20157 -6.38115 -0.25 -0.24 -0.21 -0.64
C -0.82831 3.04370 -5.17387 -0.54 0.48 -0.54 -0.82
C -0.04107 2.62629 -3.95507 0.28 -0.67 -0.73 -0.15
S 1.41000 3.71850 -4.03255 -0.81 0.00 1.00 0.96
O 2.54709 3.06737 -3.40125 -0.34 0.32 -0.56 -0.52
O 1.08373 5.08144 -3.65347 0.09 -0.75 -0.24 -0.66
C 1.49067 3.63356 -5.84487 0.75 0.08 0.78 -0.60
H -0.38695 3.87787 -7.06585 0.57 0.45 0.03 0.32
H 0.26464 2.30979 -6.99601 -0.09 -0.30 0.44 0.30
H -1.66850 2.38106 -5.38319 0.19 -0.20 -0.01 0.39
H -1.27889 4.03425 -5.06826 0.01 -0.06 0.53 0.35
H 0.36853 1.63275 -4.17683 0.25 0.06 0.13 0.23
H -0.61671 2.49728 -3.04291 0.31 0.84 0.31 0.08
H 2.27782 2.88598 -5.95107 -0.12 -0.01 -0.52 0.29
H 1.89396 4.60979 -6.10887 -0.21 -0.02 -0.32 0.41
C -1.01966 -0.95608 0.35780 -0.91 -0.13 -2.20 1.39
C -1.68071 -0.34917 1.57903 -1.22 -0.21 0.83 -1.10
C -1.87123 1.15875 1.44987 1.61 0.67 -0.08 -0.20
S -1.72137 1.52012 -0.34398 -0.35 -0.66 1.62 1.03
O -1.00099 2.74303 -0.54548 -0.03 0.52 -0.38 -0.59
O -3.02518 1.32643 -0.94362 0.50 -0.13 -0.12 -0.71
C -0.60282 0.14551 -0.63663 0.42 0.55 1.00 -0.64
H -1.76871 -1.51221 -0.21763 -0.03 -0.31 0.35 -0.85
H -0.24456 -1.67210 0.61442 0.24 0.42 -0.13 0.03
H -1.08988 -0.65233 2.44376 -0.11 0.52 0.23 0.40
H -2.67033 -0.79041 1.71464 0.11 -0.18 0.01 0.24
H -1.01090 1.62990 1.93579 0.16 0.16 -0.47 -0.33
H -2.69549 1.70004 1.90917 -0.57 -0.62 -0.33 0.60
H 0.35841 0.54991 -0.31594 0.08 0.16 -0.36 -0.30
H -0.59409 -0.03301 -1.70847 0.04 -0.47 0.09 0.84
```
Forces are in eV/Å.

One value per record, in order, for F_max: 2.466, 2.501 eV/A.